C3H3NS2 | wB97M-V/def2-TZVPD

The geometry in ORCA input format:
```
! RIJCOSX wB97M-V def2-TZVPD def2/J DEFGRID3
* xyz 0 1
C 2.217 -2.237 -0.026
C 3.073 -1.137 0.259
C 0.951 0.372 0.484
N 2.148 -3.229 -0.677
S 3.716 1.705 -0.353
S 2.499 0.271 -0.466
H 0.699 -0.662 0.693
H 0.220 0.978 0.070
H 1.094 0.715 1.470
*
```

Computed properties:
Orbital gap (spin up / spin down): 0.241 / 0.241 Ha
ΔE to the lowest compared entry with this formula, charge and spin: 4.598 eV
LUMO (spin up / spin down): -2.48 / -2.48 eV
SMILES: CS(=S)#CC#N
Total energy: -26314.68923 eV

What are the Mulliken partial charges on each atom? They are as follows, in elementary charge units: C 0.27; C -0.06; C -0.85; N -0.37; S -0.29; S 0.29; H 0.31; H 0.34; H 0.35